Molecular formula: C6H9N
Method: DFT, the ωB97M-V functional and the def2-TZVPD basis

Properties
highest occupied orbital energy = -0.334 Ha
frontier orbital gap = 0.3683 hartree
SMILES = CC#CC[C@H]1CN1
LUMO energy = 0.9 eV
energy above the lowest of the compared OMol25 structures with the same formula, charge and spin = 94.3 kcal per mole

```
16
C6H9N | OMol25 | the ωB97M-V functional and the def2-TZVPD basis
C -2.2120 1.5522 0.1296
C -0.8963 1.3830 -0.4812
C 0.2082 1.1746 -0.9286
C 1.4821 0.4510 -0.7615
C 1.0109 -0.3659 0.5345
C 0.2370 -1.5926 0.2781
N 1.3703 -1.6332 1.2003
H -2.6908 0.5787 0.2945
H -2.8684 2.1505 -0.5045
H -2.1408 2.0422 1.1073
H 2.3207 1.1537 -0.6752
H 1.7082 -0.1778 -1.6263
H 0.6845 0.4028 1.2110
H 0.4917 -2.1525 -0.6196
H -0.7963 -1.7242 0.5825
H 1.0239 -1.6468 2.1673
```


Molecular formula: C6H9N
Method: DFT, the ωB97M-V functional and the def2-TZVPD basis

Properties
highest occupied orbital energy = -0.308 Ha
frontier orbital gap = 0.3510 hartree
LUMO energy = 1.2 eV
energy above the lowest of the compared OMol25 structures with the same formula, charge and spin = 77.5 kcal per mole

```
16
C6H9N | OMol25 | the ωB97M-V functional and the def2-TZVPD basis
C -1.1622 0.6405 1.5310
N 0.0422 0.3814 0.7539
C -0.0509 -0.9306 0.0255
C -0.5794 -0.1967 -1.2280
C 0.4225 0.8426 -0.7017
C 1.7536 0.0873 -0.7716
C 1.4324 -1.1012 -0.2586
H -1.1783 -0.1724 2.2745
H -1.0828 1.5676 2.1056
H -2.1364 0.6063 1.0120
H -0.6223 -1.7280 0.5048
H -1.6084 0.1607 -1.1149
H -0.4344 -0.6452 -2.2164
H 0.4173 1.8808 -1.0498
H 2.7301 0.4967 -1.0055
H 2.0568 -1.8900 0.1390
```


Molecular formula: C6H9N
Method: DFT, the ωB97M-V functional and the def2-TZVPD basis

Properties
highest occupied orbital energy = -0.282 Ha
frontier orbital gap = 0.3198 hartree
SMILES = Cc1ccc(C)[nH]1
LUMO energy = 1.0 eV
energy above the lowest of the compared OMol25 structures with the same formula, charge and spin = 0.9 kcal per mole

```
16
C6H9N | OMol25 | the ωB97M-V functional and the def2-TZVPD basis
C -2.5250 -0.3597 -0.0029
C -1.1194 0.1547 0.0221
C -0.6178 1.4141 0.2365
C 0.8046 1.3363 0.1724
C 1.1372 0.0272 -0.0736
C 2.4614 -0.6668 -0.1175
N -0.0406 -0.6750 -0.1692
H -2.5980 -1.3515 0.4607
H -3.1790 0.3082 0.5647
H -2.9332 -0.4356 -1.0179
H -1.2132 2.2965 0.4330
H 1.5062 2.1516 0.3089
H 2.4146 -1.5760 -0.7274
H 3.2318 -0.0164 -0.5434
H 2.7842 -0.9641 0.8884
H -0.1138 -1.6435 -0.4348
```


Molecular formula: C6H9N
Method: DFT, the ωB97M-V functional and the def2-TZVPD basis

Properties
highest occupied orbital energy (spin up / spin down) = -0.269 / -0.269 Ha
frontier orbital gap (spin up / spin down) = 0.2688 / 0.2688 hartree
LUMO energy (spin up / spin down) = 0.0 / 0.0 eV
energy above the lowest of the compared OMol25 structures with the same formula, charge and spin = 147.6 kcal per mole

```
16
C6H9N | OMol25 | the ωB97M-V functional and the def2-TZVPD basis
C 2.4103 0.4282 2.2462
C 1.7608 0.9080 0.9890
C 1.1268 0.2029 0.0884
C 0.1525 -0.1519 -0.8373
C -1.3091 -0.0457 -0.6442
C -2.1864 0.1847 -1.8275
N -2.1436 -1.1238 -1.2003
H 1.9791 0.9943 3.0854
H 3.4871 0.6621 2.2513
H 2.2889 -0.6455 2.4814
H 1.3361 -0.9388 -0.0749
H 0.4729 -0.6678 -1.7414
H -1.6243 0.3968 0.2980
H -1.7390 0.2322 -2.8175
H -3.0485 0.8317 -1.6816
H -2.9636 -1.2676 -0.6152
```


Molecular formula: C6H9N
Method: DFT, the ωB97M-V functional and the def2-TZVPD basis

Properties
highest occupied orbital energy = -0.283 Ha
frontier orbital gap = 0.3217 hartree
SMILES = Cc1cc[nH]c1C
LUMO energy = 1.0 eV
energy above the lowest of the compared OMol25 structures with the same formula, charge and spin = 24.3 kcal per mole

```
16
C6H9N | OMol25 | the ωB97M-V functional and the def2-TZVPD basis
C 0.2969 1.4843 -1.6931
C -0.0126 0.5898 -0.5350
C -1.0611 0.9868 0.3365
C -1.3182 -0.0077 1.2734
N -0.5290 -1.0540 0.8905
C 0.3700 -0.6726 -0.0984
C 1.7650 -1.2157 0.0527
H -0.2248 1.1218 -2.5865
H 1.3460 1.4854 -2.0182
H 0.0239 2.5150 -1.4693
H -1.3685 2.0150 0.4524
H -2.0548 -0.0044 2.0568
H -0.4174 -2.0011 1.2248
H 2.4746 -0.6498 0.6779
H 1.7816 -2.2044 0.5142
H 2.2715 -1.2814 -0.9171
```


Molecular formula: C6H9N
Method: DFT, the ωB97M-V functional and the def2-TZVPD basis

Properties
highest occupied orbital energy = -0.320 Ha
frontier orbital gap = 0.3589 hartree
SMILES = CC#CCN1CC1
LUMO energy = 1.1 eV
energy above the lowest of the compared OMol25 structures with the same formula, charge and spin = 87.0 kcal per mole

```
16
C6H9N | OMol25 | the ωB97M-V functional and the def2-TZVPD basis
C 3.3733 0.4177 0.2440
C 2.0097 -0.0366 -0.0274
C 0.9028 -0.4335 -0.2885
C -0.4224 -0.9455 -0.6532
N -1.4266 -0.4630 0.2479
C -2.7849 -0.1887 -0.0322
C -1.8339 0.8448 0.6185
H 3.8029 0.8903 -0.6453
H 4.0137 -0.4257 0.5221
H 3.3968 1.1454 1.0609
H -0.6184 -0.7419 -1.7201
H -0.4361 -2.0337 -0.5182
H -3.5543 -0.6814 0.5586
H -3.0683 -0.1240 -1.1042
H -1.7326 1.7700 0.0504
H -1.6217 1.0057 1.6867
```


Molecular formula: C6H9N
Method: DFT, the ωB97M-V functional and the def2-TZVPD basis

Properties
highest occupied orbital energy = -0.307 Ha
frontier orbital gap = 0.3479 hartree
SMILES = CN1[C@@H]2C=CC[C@@H]21
LUMO energy = 1.1 eV
energy above the lowest of the compared OMol25 structures with the same formula, charge and spin = 83.2 kcal per mole

```
16
C6H9N | OMol25 | the ωB97M-V functional and the def2-TZVPD basis
C 2.1043 -0.4325 0.2889
N 0.6929 -0.5763 -0.0583
C -0.7628 -1.1151 0.3503
C -1.5529 -0.7610 -0.8546
C -1.2609 0.5074 -1.1741
C -0.7055 1.2973 0.0020
C -0.1760 0.1526 0.8103
H 2.4548 -0.9230 1.2027
H 2.7485 -0.7159 -0.5540
H 2.2508 0.6609 0.4179
H -1.0411 -1.9499 0.9983
H -2.0982 -1.4679 -1.4710
H -1.3440 0.9247 -2.1690
H 0.1355 1.9609 -0.2314
H -1.5036 1.8781 0.4821
H 0.1404 0.2266 1.8501
```


Molecular formula: C6H9N
Method: DFT, the ωB97M-V functional and the def2-TZVPD basis

Properties
highest occupied orbital energy = -0.243 Ha
frontier orbital gap = 0.2843 hartree
LUMO energy = 1.1 eV
energy above the lowest of the compared OMol25 structures with the same formula, charge and spin = 89.1 kcal per mole

```
16
C6H9N | OMol25 | the ωB97M-V functional and the def2-TZVPD basis
C -0.1584 -1.7610 -1.4593
N 0.1079 -0.5301 -1.0813
C -0.2860 0.7289 -1.3591
C -0.5924 1.0263 1.1792
C 0.1891 -0.2890 1.4130
C 0.9184 -0.0921 0.0781
C 0.2763 1.3079 -0.1005
H -0.9202 -1.9229 -2.2100
H -1.6497 0.8867 0.9376
H 0.4011 -2.5705 -1.0135
H -1.1339 0.9742 -1.9901
H -0.5084 1.7548 1.9898
H -0.3739 -1.2214 1.5132
H 0.8932 -0.2039 2.2462
H 1.9805 -0.3210 -0.0273
H 0.8565 2.2333 -0.1160
```


Molecular formula: C6H9N
Method: DFT, the ωB97M-V functional and the def2-TZVPD basis

Properties
highest occupied orbital energy = -0.350 Ha
frontier orbital gap = 0.3475 hartree
LUMO energy = -0.1 eV
energy above the lowest of the compared OMol25 structures with the same formula, charge and spin = 122.1 kcal per mole

```
16
C6H9N | OMol25 | the ωB97M-V functional and the def2-TZVPD basis
C 2.1953 0.3487 -0.0441
C 1.3338 -0.8898 -0.0203
C 1.6957 -2.0689 0.4047
C -0.0875 -0.8565 -0.5830
N -1.0842 -0.5607 0.4323
C -2.2366 0.1942 -0.0243
C -1.2126 0.8217 0.8485
H 2.2942 0.7027 -1.0766
H 3.1976 0.1556 0.3442
H 1.7508 1.1546 0.5484
H -0.0807 -0.1134 -1.4028
H -0.3522 -1.8203 -1.0301
H -3.2006 -0.1137 0.3746
H -2.2503 0.5119 -1.0685
H -0.5562 1.5623 0.3885
H -1.4061 0.9714 1.9085
```


Molecular formula: C6H9N
Method: DFT, the ωB97M-V functional and the def2-TZVPD basis

Properties
highest occupied orbital energy = -0.323 Ha
frontier orbital gap = 0.3592 hartree
LUMO energy = 1.0 eV
energy above the lowest of the compared OMol25 structures with the same formula, charge and spin = 127.2 kcal per mole

```
16
C6H9N | OMol25 | the ωB97M-V functional and the def2-TZVPD basis
C 1.2162 -0.9376 -0.1169
C 1.4731 0.3623 0.2258
C 0.6247 1.3435 -0.0339
C -0.7798 0.8924 -0.0998
C -1.0406 -0.2089 1.1127
C -0.4165 -1.0496 -0.0009
H 1.9248 -1.8408 0.3112
H 1.5298 -1.1166 -1.2399
H 2.6319 0.3198 0.4367
H 0.7692 2.3078 0.0025
H -1.4004 1.8061 -0.0743
H -0.8196 -0.2945 2.1591
H -2.2835 -0.2459 0.7839
H -0.7660 -2.1442 0.1621
H -1.7759 -0.5583 -1.2128
N -0.8961 -0.0923 -1.1215
```


Molecular formula: C6H9N
Method: DFT, the ωB97M-V functional and the def2-TZVPD basis

Properties
highest occupied orbital energy = -0.312 Ha
frontier orbital gap = 0.3557 hartree
LUMO energy = 1.2 eV
energy above the lowest of the compared OMol25 structures with the same formula, charge and spin = 67.1 kcal per mole

```
16
C6H9N | OMol25 | the ωB97M-V functional and the def2-TZVPD basis
C 1.9547 -0.4858 -0.0452
N 0.8253 0.4194 -0.0528
C -0.2358 0.3840 0.9797
C -0.9815 1.3607 0.0221
C -0.3264 0.3663 -0.9872
C -1.1134 -0.9119 -0.6284
C -1.0443 -0.9082 0.7022
H 1.7649 -1.4950 0.3523
H 2.3513 -0.5839 -1.0608
H 2.7430 -0.0113 0.5523
H 0.0319 0.6221 2.0120
H -0.5210 2.3509 -0.0110
H -2.0714 1.3787 0.0771
H -0.1510 0.6076 -2.0380
H -1.6912 -1.5415 -1.2983
H -1.5350 -1.5521 1.4240
```


Molecular formula: C6H9N
Method: DFT, the ωB97M-V functional and the def2-TZVPD basis

Properties
highest occupied orbital energy = -0.326 Ha
frontier orbital gap = 0.3601 hartree
SMILES = [H]/N=C(\C)C(C)=C=C
LUMO energy = 0.9 eV
energy above the lowest of the compared OMol25 structures with the same formula, charge and spin = 67.0 kcal per mole

```
16
C6H9N | OMol25 | the ωB97M-V functional and the def2-TZVPD basis
H 0.9038 2.3485 -0.4845
N 1.0579 1.3722 -0.2568
C -0.0235 0.7244 -0.0489
C -1.3695 1.4086 -0.0963
C 0.0750 -0.7598 0.2544
C -1.1108 -1.6635 0.4798
C 1.3425 -1.1258 0.2079
C 2.4892 -0.6252 -0.1776
H -2.2077 0.7268 -0.2511
H -1.3627 2.1450 -0.9060
H -1.5354 1.9467 0.8438
H -0.7769 -2.7035 0.4228
H -1.8827 -1.5289 -0.2880
H -1.5895 -1.5221 1.4559
H 2.6680 -0.6168 -1.2484
H 3.2311 -0.1631 0.4640
```